(1)
Entry from the Open Molecules 2025 dataset: 14 unconnected molecules or ions with the total composition C32H88N4O14S10 in a non-equilibrium geometry (ωB97M-V/def2-TZVPD).

```
! wB97M-V def2-TZVPD RIJCOSX def2/J DEFGRID3
* xyz 0 1
S 5.13918 -1.50944 -2.41968
S 2.05970 3.68321 -1.62789
S -4.09058 0.04197 -0.44702
S -3.70253 2.37756 3.46270
S -0.18490 5.67728 1.25929
S -0.36463 -6.59044 -2.33056
S 2.99930 -4.91054 0.98429
S -2.05243 3.30553 -3.21913
S -4.85155 -3.31901 -3.73334
S -5.29610 -2.67302 2.41177
O -1.44089 -5.80668 -3.08515
O 2.29617 -6.07800 0.31906
O -6.07051 -3.67930 3.24213
O -1.13485 2.18595 -3.50818
O 1.64436 5.07649 -1.34796
O 0.65869 -1.57146 4.07293
O 5.74054 -1.77711 -1.12189
O -5.14964 -1.87180 -3.28505
O -3.90294 1.12911 0.56817
O -1.24597 5.78713 2.30345
O 3.83501 0.24713 1.00544
O -1.37158 -1.57226 1.40924
O 2.27842 1.00915 -3.53982
O -2.40034 1.80233 3.83394
N -0.09970 0.32742 1.20881
N 4.56853 -1.42358 2.48476
N -0.69886 -0.51197 5.54800
N 0.55722 0.09589 -4.57349
C -4.91056 0.83199 -1.79370
C 3.47071 3.89175 -2.69253
C -0.62715 -6.21387 -0.45326
C 5.91588 -1.59996 1.88253
C 1.26968 6.43209 2.09018
C 1.73331 -3.72352 1.37743
C 1.17861 -5.64410 -2.61379
C -4.07993 3.60361 4.65115
C -3.23570 -3.15364 -4.64337
C 6.57866 -1.41403 -3.58282
C -3.50011 3.56683 2.03223
C 0.04701 0.72380 5.58105
C -4.29367 -1.68217 3.51181
C 3.93882 -3.99067 -0.29131
C 0.51599 -0.06022 -0.00991
C -2.62462 -0.24873 -1.36603
C -1.83687 -0.63873 6.43202
C 3.01612 3.09904 -0.27709
C -0.45700 7.03686 0.13622
C 0.25337 1.58303 1.76554
C 3.73936 -0.46539 2.02875
C 0.63636 1.09539 -5.67692
C 1.22911 0.41132 -3.47905
C -0.65225 -0.67175 -4.54228
C -3.88388 -3.46843 1.56488
C -2.06356 3.60817 -1.41563
C 4.23690 -2.11863 3.67617
C -4.19753 -4.06331 -2.24332
C -0.26607 -1.54636 4.83631
C -0.98273 -0.49080 1.86326
C -1.36484 4.90928 -3.67525
C 4.77253 0.28790 -2.52294
H -0.60648 1.54646 5.21875
H -2.81138 -0.54877 5.87861
H 0.89228 0.04780 -2.55085
H -3.10036 -3.82955 2.25847
H -3.39257 4.48603 4.49943
H -2.52960 -2.45049 -4.14532
H 4.48159 0.46114 -3.59266
H 4.65917 -4.64410 -0.70839
H -0.22062 1.75852 -5.58102
H 7.35286 -0.77846 -3.16613
H -4.44186 3.45952 1.44459
H -1.79850 -1.53709 6.96993
H -0.60628 7.95840 0.71827
H -4.89925 -1.16190 4.23206
H -2.69139 -4.08969 -4.50483
H 1.98362 -6.04575 -1.99494
H -4.24309 1.63348 -2.05095
H -2.18615 4.69384 -1.18037
H 1.61462 -0.09601 -0.00514
H 0.02947 -0.96914 -0.30150
H 2.29388 2.81655 0.51844
H 0.90998 0.67871 4.92778
H 6.07804 -1.00144 0.98345
H -0.74280 -2.47033 5.02526
H -0.45050 1.84260 2.53023
H -1.42698 -6.91493 -0.19861
H -1.08172 -5.19345 -0.49970
H -3.59959 -2.27881 4.04973
H 3.72543 3.91702 -0.04176
H 4.11404 -3.12166 3.39889
H 6.23471 -1.08767 -4.53424
H -1.00237 3.37034 -1.30122
H -5.03377 0.12752 -2.58008
H -4.22676 -4.27351 0.94887
H 3.33029 -1.66175 4.07664
H 3.32953 -3.59866 -1.11964
H -5.91187 1.11398 -1.50101
H -0.50796 5.20851 -3.08098
H 6.07889 -2.70579 1.69084
H -3.75262 -0.94474 2.95381
H -3.22586 -3.50710 -2.07246
H 0.43017 7.02507 -0.48822
H 3.89133 0.50342 -1.91956
H 6.66288 -1.40452 2.68093
H 0.89164 -3.63164 0.66484
H 3.02590 -0.27131 2.85870
H 1.34914 5.88996 3.03465
H -1.29504 6.86764 -0.53896
H 1.27315 1.66838 2.11443
H 3.14507 4.39016 -3.62399
H 0.96563 7.47751 2.35429
H -3.29906 4.53480 2.43620
H 5.08589 -2.14247 4.44138
H -2.21265 5.57519 -3.65950
H 0.17925 2.40272 1.06420
H 2.20366 6.38856 1.52484
H -5.11848 3.78335 4.45693
H -0.55803 -1.38392 -3.73436
H -1.95806 -0.97956 -0.86940
H 6.95275 -2.44999 -3.63056
H 4.20383 4.59807 -2.17909
H -1.14660 -0.14771 2.85872
H -2.68669 2.85518 -0.89910
H 0.45406 0.86534 6.65172
H 1.06642 -4.58415 -2.45554
H -4.88141 -3.96277 -1.45493
H 1.39524 -5.83945 -3.66055
H 0.29969 -6.17161 0.14532
H -2.91417 -0.73532 -2.24897
H -1.56101 -0.07086 -4.30177
H -4.13179 3.11556 5.66400
H 3.87104 2.87566 -2.88238
H 1.54836 1.56386 -5.55188
H -3.40810 -2.84089 -5.67044
H 3.68669 2.23803 -0.48080
H 4.38153 -3.12007 0.19564
H 0.60742 0.66295 -6.69385
H -2.62103 3.19193 1.50676
H 2.22214 -2.75259 1.24292
H 1.42562 -3.86570 2.43203
H -3.98200 -5.11958 -2.41062
H -2.02285 0.61923 -1.58068
H 5.63609 0.96225 -2.20145
H -1.72734 0.19710 7.15566
H -1.13055 4.88698 -4.74707
H -3.39846 -2.67894 0.95564
H 0.16376 0.71652 -0.74491
H -0.85814 -1.25027 -5.44860
*
```

Output
Kohn-Sham gap (eV): 8.51
M (g mol⁻¹): 1073.740

(2)
Entry from the Open Molecules 2025 dataset: a molecular structure, C32H89AlF2N8O13S2 in a non-equilibrium geometry (ωB97M-V/def2-TZVPD).

```
! wB97M-V def2-TZVPD RIJCOSX def2/J DEFGRID3
* xyz 2 1
S 13.78322 4.30508 29.91497
S 13.31131 4.73966 32.18002
Al 11.93879 0.99887 31.31986
F 13.25707 3.16176 28.90570
F 12.67555 4.01096 33.46355
O 13.19880 5.45794 29.28646
O 10.11955 3.88240 24.53419
O 16.02923 7.56364 26.81046
O 18.35889 2.38386 25.46271
O 16.06509 2.06241 37.39242
O 14.74978 0.96311 30.33832
O 9.96516 3.16304 32.18477
O 14.29434 8.28771 31.31190
O 12.55271 5.94810 32.07864
O 15.20584 4.08424 29.82931
O 18.56143 5.84609 31.30314
O 10.05465 4.58475 37.57675
O 14.68244 4.84061 32.63193
N 14.28546 0.03062 32.95628
N 10.94412 2.18662 26.58702
N 8.64073 8.03286 37.20804
N 16.87312 9.93521 24.18251
N 13.00593 3.56154 31.23106
N 19.76260 8.18720 32.29126
N 11.60960 8.28602 30.62634
N 9.77947 2.21302 29.52872
C 18.21058 4.46497 31.17678
C 15.68471 8.14820 31.12933
C 15.86123 8.28016 25.60263
C 9.91177 7.20365 39.06130
C 13.16346 1.98874 25.54987
C 16.91037 9.36488 25.51870
C 19.86668 6.13632 30.88423
C 14.95702 6.67788 27.06515
C 12.25210 9.57222 30.95269
C 17.47738 2.60670 26.55488
C 16.23142 3.38416 36.80648
C 15.79249 0.98892 31.30207
C 11.29613 4.64198 36.89124
C 15.27491 1.08834 32.71808
C 14.88633 3.69623 36.17342
C 11.93883 2.86472 25.73665
C 9.22149 4.49091 28.75321
C 17.62626 4.06409 27.06398
C 21.41214 8.08149 30.44849
C 16.75079 10.42774 26.62344
C 9.89929 3.63414 29.84976
C 13.77531 9.42088 30.68512
C 20.00561 7.68645 30.90846
C 11.37898 3.27734 24.37075
C 9.17200 5.60015 37.18740
C 9.71692 3.57970 33.49996
C 16.29514 1.08204 33.85678
C 9.33705 3.98101 31.23594
C 15.27343 0.81187 29.01302
C 11.92134 9.83543 32.42971
C 9.60230 7.02963 37.58645
C 9.64243 4.59803 23.40289
H 9.28776 3.89772 22.64248
H 15.18803 2.04195 37.78314
H 11.12150 4.71488 35.81665
H 10.93608 3.97627 29.87603
H 8.14013 4.35977 28.76527
H 16.00259 7.60466 24.75011
H 18.74451 8.12793 32.31492
H 9.54353 5.04753 31.37145
H 15.26145 5.97052 27.83475
H 12.46183 10.71647 32.77942
H 17.28590 4.43767 31.75104
H 8.23213 5.36281 37.69583
H 14.37952 0.78519 28.39233
H 18.69010 4.29045 27.16376
H 16.51570 4.03684 37.63123
H 18.91558 3.78371 31.66505
H 16.91479 1.98134 33.93369
H 13.93138 9.35485 29.60211
H 20.10862 5.81888 29.86022
H 17.12661 4.17994 28.02588
H 19.26393 2.49567 25.76407
H 10.16630 2.83416 26.42122
H 10.85539 10.00742 32.56534
H 16.78857 9.97113 27.61162
H 17.87477 8.89490 25.73341
H 16.27419 8.92265 31.62789
H 15.85211 11.01443 26.43254
H 10.76599 6.58226 39.34216
H 17.25431 4.75692 26.30901
H 8.24740 3.86472 31.16377
H 12.24075 3.80988 26.20294
H 10.14351 4.55976 33.72329
H 11.83458 5.54214 37.21887
H 14.66003 1.99729 32.74073
H 8.75750 5.13877 23.73354
H 21.60641 7.77237 29.41949
H 13.00795 1.10687 24.92943
H 22.20560 7.68461 31.08143
H 14.22518 -0.11654 33.95836
H 11.80055 10.36857 30.36160
H 14.85826 8.69481 25.43500
H 17.00866 0.25662 33.86070
H 10.39505 5.28951 23.02514
H 10.55180 7.25793 37.08157
H 17.00490 3.22078 36.05992
H 14.58850 -0.85176 32.54864
H 17.63944 11.05844 26.55190
H 15.90910 10.22427 24.01268
H 21.50970 9.16727 30.44146
H 16.43607 2.44662 26.29273
H 8.81779 1.91064 29.69350
H 10.23884 8.21433 39.29467
H 10.65803 1.38067 26.02488
H 9.41668 5.53957 28.99603
H 15.91482 8.04371 30.06236
H 9.97750 2.92538 34.33788
H 12.10644 3.88319 23.82450
H 14.11044 7.26392 27.43013
H 15.79823 1.09591 34.83050
H 18.15156 4.17617 30.12682
H 16.01454 7.19889 31.55351
H 12.06850 7.52925 31.15129
H 15.94494 -0.04615 29.03751
H 7.84774 7.97512 37.84713
H 14.04456 3.55683 36.84940
H 9.73263 4.29413 27.81811
H 14.24167 10.32606 31.09214
H 14.85372 4.75717 35.89036
H 19.27116 8.10021 30.21905
H 13.61355 1.69042 26.49859
H 17.86734 1.95858 27.34510
H 16.37468 0.06297 31.17705
H 20.08870 7.43647 32.89781
H 12.20828 8.98722 33.05198
H 13.97376 2.59319 25.12844
H 14.70954 6.04019 26.21074
H 11.90767 3.82978 37.27339
H 9.82931 2.17713 28.50531
H 15.75607 1.75218 28.72624
H 8.22258 7.89729 36.28966
H 16.50341 1.79006 31.07459
H 14.75003 3.23343 35.19619
H 9.07500 6.87899 39.68309
H 8.63509 3.54949 33.70077
H 17.38406 10.80803 24.08351
H 8.90557 5.52815 36.12509
H 11.93043 8.10953 29.66888
H 11.17765 2.34191 23.82438
H 20.65951 5.64324 31.46082
*
```

Output
Kohn-Sham gap (eV): 1.35
M (g mol⁻¹): 923.219

What is the formula in the first record? C32H88N4O14S10

Which of these has the lowest Kohn-Sham gap? C32H89AlF2N8O13S2